[1]
C36H74N2O2 | wB97M-V/def2-TZVPD

Electronic energy   -45592.4548 eV
Frontier orbital gap (alpha / beta)   3.86 / 3.11 eV
<S²>   0.755
HOMO (alpha / beta)   -1.64 / -1.64 eV

```
! RIJCOSX wB97M-V def2-TZVPD def2/J DEFGRID3
* xyz -1 2
C 7.4773 -1.1155 2.4143
C 6.4146 -2.2219 1.7498
C 7.1203 -2.8483 0.3997
C 6.5516 -2.0233 -0.9007
C 4.9492 -2.2120 -1.1909
C 4.4705 -3.7555 -1.4741
C 2.8633 -3.6829 -1.8652
C 1.9414 -4.8298 -1.1428
C 1.9494 -4.7312 0.5249
C 0.8760 -5.8904 1.0413
C 0.1920 -5.5557 2.4977
C -1.2172 -4.6741 2.3811
C -0.9540 -3.0715 2.1071
C -1.3898 -2.7578 0.5579
C -2.8997 -2.1321 0.4083
C -2.9778 -1.0377 -0.8483
C -2.1897 0.3793 -0.4759
C -0.9946 0.6864 -1.5575
C 0.5208 0.6177 -0.9158
C 0.8319 1.7742 0.2075
N 0.3262 1.4661 1.5996
C 1.1076 0.3554 2.2658
C 1.3399 0.6810 3.8763
C 2.9091 0.4737 4.3437
C 3.7560 1.7485 3.7149
C 4.6190 1.3788 2.3659
O 4.3695 2.4583 1.3630
C 4.8203 2.0385 0.0246
C 6.4449 2.3320 -0.1272
H 7.6832 -0.2724 1.5973
H 6.8871 -0.6340 3.3315
H 8.4685 -1.6568 2.7390
H 5.4349 -1.5960 1.5087
H 6.1751 -3.1019 2.4901
H 8.2894 -2.6659 0.5313
H 6.9803 -4.0024 0.2644
H 6.7092 -0.8657 -0.6553
H 7.2329 -2.2190 -1.8579
H 4.6803 -1.5452 -2.1435
H 4.2684 -1.7989 -0.3218
H 5.0393 -4.1596 -2.4421
H 4.7039 -4.5148 -0.6143
H 2.4815 -2.5832 -1.6022
H 2.7090 -3.7971 -3.0372
H 0.8137 -4.5919 -1.4545
H 2.1452 -5.9270 -1.4975
H 1.6533 -3.6414 0.8798
H 3.0619 -5.0223 0.8433
H 1.4941 -6.8996 1.1948
H 0.0763 -6.0443 0.1984
H 0.9428 -5.1029 3.2933
H -0.1419 -6.6069 2.9534
H -1.8337 -4.7514 3.3910
H -1.9483 -5.1064 1.5429
H -1.6938 -2.4791 2.8250
H 0.1585 -2.8205 2.3732
H -0.6117 -1.9952 0.1243
H -1.2457 -3.7644 -0.0451
H -3.7291 -2.9566 0.2143
H -3.2525 -1.5254 1.3667
H -2.5774 -1.5200 -1.8395
H -4.1254 -0.7903 -0.9733
H -1.8170 0.2594 0.6400
H -2.9959 1.2442 -0.5819
H -1.0758 0.0145 -2.5344
H -1.1481 1.8040 -1.9275
H 0.8012 -0.4133 -0.4372
H 1.2870 0.7959 -1.8064
H 0.3891 2.8039 -0.1422
H 2.0191 1.8594 0.2857
H 2.1381 0.1172 1.7340
H 0.4577 -0.6388 2.1880
H 0.6811 -0.0994 4.4779
H 0.9934 1.7881 4.0723
H 3.3524 -0.5682 4.0278
H 2.9163 0.6437 5.5238
H 4.4894 2.1283 4.5553
H 3.0036 2.6268 3.4906
H 4.2945 0.3161 1.9981
H 5.7735 1.3032 2.6569
H 4.2854 2.6657 -0.8230
H 4.6369 0.8733 -0.1441
H 6.6594 2.5455 -1.2808
H 7.0337 1.4031 0.2840
H 6.7032 3.3024 0.5183
C -6.1725 6.0768 -2.0348
C -5.9777 4.8421 -2.9575
C -7.2278 4.6664 -3.8632
C -8.4428 4.1161 -3.1219
C -8.0942 2.8336 -2.3732
C -6.8631 2.9825 -1.4405
N -5.6905 3.6250 -2.1235
O -5.1122 2.6591 -2.9679
C -7.2528 3.8019 -0.1819
C -6.5224 1.5728 -0.8550
C -4.7692 5.2502 -3.8651
H -5.4889 6.0462 -1.1783
H -5.9614 7.0130 -2.5666
H -7.1916 6.1869 -1.6643
H -6.9934 3.9863 -4.6933
H -7.4968 5.6256 -4.3234
H -8.8423 4.8637 -2.4300
H -9.2439 3.9098 -3.8413
H -8.9694 2.5103 -1.7950
H -7.9103 2.0420 -3.1124
H -6.3761 4.0089 0.4420
H -7.9656 3.2473 0.4418
H -7.7470 4.7447 -0.4047
H -6.3251 0.8251 -1.6313
H -7.3577 1.1789 -0.2620
H -5.6468 1.6192 -0.1945
H -3.8601 5.3870 -3.2687
H -4.9717 6.1959 -4.3833
H -4.5622 4.5154 -4.6488
*
```

=====

[2]
C36H75Br18Cl12N3 | wB97M-V/def2-TZVPD

Electronic energy   -1454049.2848 eV
Frontier orbital gap   7.56 eV
HOMO   -8.37 eV

```
! RIJCOSX wB97M-V def2-TZVPD def2/J DEFGRID3
* xyz 0 1
C 19.6984 -12.3193 -3.2342
Br 20.8509 -13.8750 -2.7735
Br 19.5403 -12.2115 -5.2719
Br 20.3546 -10.6822 -2.3069
H 18.7057 -12.5509 -2.8483
C 20.1839 -22.4500 -7.2106
Br 19.4950 -22.1054 -5.3888
Br 18.8022 -23.1291 -8.5335
Br 21.8411 -23.4953 -7.1843
H 20.5307 -21.4814 -7.5707
C 18.7937 -26.2705 2.4436
Br 19.6378 -24.5879 1.8452
Br 17.0621 -25.9027 3.4026
Br 20.0981 -27.2627 3.5579
H 18.5504 -26.8886 1.5795
C 16.1724 -21.7395 3.9943
Br 16.0209 -22.7832 2.3044
Br 15.5756 -22.6274 5.6135
Br 15.3287 -19.9309 3.8693
H 17.2329 -21.5307 4.1358
C 19.6681 -20.7452 4.7464
Br 21.4442 -19.9243 5.1132
Br 18.5741 -19.6890 6.0240
Br 19.6795 -22.6769 5.1292
H 19.4182 -20.4919 3.7162
C 23.5140 -18.7232 -3.2768
Br 24.6191 -19.7207 -4.6131
Br 23.8501 -16.7651 -3.3902
Br 23.9311 -19.3317 -1.4205
H 22.4529 -18.9490 -3.3822
Cl 18.0044 -19.8304 1.3626
C 19.4581 -20.4524 0.5829
C 19.6622 -19.8743 -0.8305
Cl 20.2842 -18.2237 -0.7703
H 19.1740 -21.5039 0.6248
H 20.2704 -20.2787 1.2886
H 18.7000 -19.9445 -1.3377
H 20.5421 -20.4625 -1.0912
Cl 16.8199 -15.3062 4.6022
C 16.6715 -16.4384 3.3373
C 18.0422 -16.4504 2.5928
Cl 19.3144 -17.1033 3.6580
H 15.8551 -16.0939 2.7026
H 16.4863 -17.4397 3.7263
H 18.3196 -15.4544 2.2478
H 17.9812 -17.0558 1.6884
Cl 17.1903 -14.5684 -0.3814
C 15.4433 -14.5426 -1.0420
C 15.2275 -13.1537 -1.6281
Cl 16.1685 -13.1940 -3.2045
H 14.7909 -15.0109 -0.3049
H 15.4288 -15.2088 -1.9046
H 15.4897 -12.1933 -1.1844
H 14.1533 -13.1705 -1.8126
Cl 17.7324 -23.0739 -1.2371
C 16.2033 -22.2156 -1.2193
C 15.9037 -21.7857 -2.6876
Cl 16.8334 -20.2779 -3.1414
H 16.2803 -21.4188 -0.4795
H 15.4455 -22.9220 -0.8805
H 14.8616 -21.5142 -2.8566
H 16.0668 -22.6074 -3.3849
Cl 22.6816 -21.3643 2.1355
C 23.4189 -22.9859 2.5910
C 22.8791 -23.5743 3.8714
Cl 24.0892 -24.7164 4.5442
H 24.4944 -22.8357 2.6850
H 23.2922 -23.7248 1.7997
H 21.9586 -24.1507 3.7801
H 22.7186 -22.7531 4.5700
Cl 23.5262 -15.6094 -0.0259
C 22.5383 -15.8008 1.4188
C 22.7850 -17.1670 2.0527
Cl 24.4853 -17.5039 2.3247
H 21.4980 -15.6505 1.1302
H 22.7475 -15.0237 2.1540
H 22.4480 -17.9557 1.3801
H 22.3196 -17.4232 3.0045
C 21.8121 -18.0304 -6.7208
C 20.2801 -18.1653 -6.7008
N 19.4458 -17.3157 -5.8412
C 19.7877 -15.9048 -5.9407
C 19.4071 -15.2634 -7.3563
C 19.4341 -17.7908 -4.4536
C 18.4028 -17.0279 -3.6130
H 22.2219 -18.8997 -7.2351
H 22.3427 -18.1328 -5.7742
H 22.1852 -17.1842 -7.2977
H 19.9577 -18.0717 -7.7378
H 20.0545 -19.1914 -6.4105
H 19.0896 -15.3740 -5.2933
H 20.8219 -15.6384 -5.7230
H 19.5458 -14.1831 -7.3128
H 19.8830 -15.6872 -8.2406
H 18.3255 -15.3634 -7.4466
H 20.4022 -17.6427 -3.9752
H 19.1510 -18.8433 -4.4373
H 18.8633 -16.1005 -3.2724
H 18.2227 -17.5529 -2.6748
H 17.4241 -16.8515 -4.0592
C 21.9704 -22.8928 -0.7969
C 21.5738 -23.3374 -2.1535
N 21.7339 -24.8090 -2.2667
C 22.1876 -25.2969 -3.6267
C 23.6035 -24.8456 -3.8982
C 20.5109 -25.4364 -1.7723
C 20.6584 -26.9274 -1.4882
H 22.8578 -23.4076 -0.4287
H 21.1311 -22.9455 -0.1035
H 22.2913 -21.8511 -0.7921
H 20.5983 -22.9941 -2.4981
H 22.2856 -22.9039 -2.8561
H 22.1671 -26.3829 -3.7172
H 21.5948 -24.9739 -4.4826
H 24.2411 -25.0596 -3.0404
H 24.0770 -25.3228 -4.7562
H 23.6023 -23.7640 -4.0327
H 19.6055 -25.3023 -2.3642
H 20.2655 -24.9848 -0.8111
H 21.4030 -27.0504 -0.7016
H 21.0932 -27.4852 -2.3176
H 19.7111 -27.3568 -1.1621
C 11.3141 -15.7299 -2.0318
C 11.8479 -16.8307 -1.1249
N 13.3025 -16.9665 -1.3140
C 13.7664 -17.4943 -2.6308
C 13.1477 -18.7854 -3.0975
C 13.8253 -17.7327 -0.1316
C 15.3800 -17.8773 -0.0387
H 11.9253 -14.8297 -1.9675
H 10.3176 -15.4113 -1.7260
H 11.1973 -16.0594 -3.0642
H 11.5700 -16.3898 -0.1675
H 11.2166 -17.6932 -1.3386
H 13.4203 -16.6658 -3.2487
H 14.8407 -17.6403 -2.7432
H 13.4127 -19.6246 -2.4544
H 12.0666 -18.6464 -3.0938
H 13.5767 -18.9581 -4.0845
H 13.4512 -18.7553 -0.1811
H 13.4587 -17.3068 0.8024
H 15.6381 -18.6283 -0.7854
H 15.6390 -18.3963 0.8842
H 16.0792 -17.0443 -0.1109
*
```